Arrangement one

{
  "formula": "CH3IOP2",
  "method": "ωB97M-V with the def2-TZVPD basis set",
  "symbols": ["C", "O", "P", "P", "I", "H", "H", "H"],
  "xyz": [[-0.7027, -0.0604, 0.8701], [0.0879, -0.3887, -1.5128], [-0.7633, 1.8080, 0.5639], [0.5692, 0.4629, -0.2600], [2.7425, -0.6920, 0.2944], [-0.4190, -0.2980, 1.8729], [-1.4167, -0.7335, 0.6265], [-0.0979, -0.0984, -2.4550]],
  "nbo_charge": [-0.984, -1.024, 0.068, 1.051, -0.088, 0.220, 0.222, 0.536],
  "homo_ev": -7.8,
  "smiles": "O[P@]1(I)=PC1",
  "gap_ev": 6.43,
  "multiplicity": 1,
  "charge": 0
}



Arrangement two

{
  "formula": "CH3IOP2",
  "method": "ωB97M-V with the def2-TZVPD basis set",
  "symbols": ["C", "O", "P", "P", "I", "H", "H", "H"],
  "xyz": [[-0.4157, 1.0879, 0.5112], [1.0913, -1.1065, -0.8272], [0.1076, 2.2905, -0.8062], [1.3243, 0.7244, -0.1739], [2.4222, -0.1240, 1.8976], [-0.3255, 1.1708, 1.5192], [-0.9331, 0.1648, 0.2867], [1.0966, -0.7986, -1.7251]],
  "nbo_charge": [-0.922, -0.901, 0.225, 0.714, -0.015, 0.209, 0.229, 0.461],
  "homo_ev": -8.6,
  "smiles": "O[P@]1(I)=PC1",
  "gap_ev": 6.50,
  "multiplicity": 1,
  "charge": 0
}



The least stable of them is arrangement two.



Arrangement one

{
  "formula": "C2H6N2O2S",
  "method": "ωB97M-V with the def2-TZVPD basis set",
  "symbols": ["C", "C", "H", "H", "H", "H", "H", "H", "N", "N", "O", "O", "S"],
  "xyz": [[0.5799, 1.2024, -1.4241], [0.1122, 0.2315, -0.3882], [-1.0713, 1.8228, -2.4623], [1.4009, 1.7686, -1.0305], [0.9778, 0.6459, -2.2905], [-1.1600, 1.6574, 0.1772], [-1.5038, -0.1265, 2.0280], [1.1157, -3.0201, 0.4475], [-0.8950, 0.6959, 0.4424], [0.7750, -0.8600, -0.4055], [-0.3888, 2.1190, -1.8189], [-0.8448, 0.5216, 1.8405], [0.4248, -1.9580, 0.8483]],
  "nbo_charge": [-0.099, 0.341, 0.486, 0.200, 0.194, 0.390, 0.475, 0.110, -0.361, -0.599, -0.737, -0.537, 0.136],
  "homo_ev": -8.3,
  "smiles": "OC/C(=N/S)NO",
  "gap_ev": 8.99,
  "multiplicity": 1,
  "charge": 0
}



Arrangement two

{
  "formula": "C2H6N2O2S",
  "method": "ωB97M-V with the def2-TZVPD basis set",
  "symbols": ["C", "C", "N", "N", "O", "O", "S", "H", "H", "H", "H", "H", "H"],
  "xyz": [[-0.9502, 0.4265, 0.2350], [-0.0674, -0.8292, -0.0794], [2.3980, -0.9419, -0.1563], [1.2685, -0.4008, -0.6817], [4.8901, -0.4773, 0.3372], [3.5059, 1.4047, -0.4580], [3.5997, 0.1141, 0.2088], [-1.2095, 0.9355, -0.7578], [-1.7149, 0.0560, 0.7952], [-0.3953, 1.0970, 0.8856], [0.1577, -1.4663, 0.6883], [-0.5036, -1.4685, -0.7844], [1.1702, 0.2927, -1.3434]],
  "nbo_charge": [-0.614, -0.214, -0.481, -0.344, -0.871, -0.906, 1.993, 0.212, 0.219, 0.219, 0.211, 0.194, 0.381],
  "homo_ev": [-9.1, -9.2],
  "smiles": "CCNN=S(=O)=O",
  "gap_ev": [7.91, 8.02],
  "multiplicity": 1,
  "charge": 0
}



The least stable of them is arrangement two.



Arrangement one

{
  "formula": "C3H10N2S",
  "method": "ωB97M-V with the def2-TZVPD basis set",
  "symbols": ["N", "C", "C", "S", "C", "N", "H", "H", "H", "H", "H", "H", "H", "H", "H", "H"],
  "xyz": [[-0.6384, -1.0273, -1.1557], [-0.0149, -0.2688, -0.0411], [-1.1206, 0.1369, 0.9407], [-2.2221, -1.1097, 1.6342], [0.9641, 0.7831, -0.4813], [2.3939, 0.4762, -0.1994], [0.1048, -1.6474, -1.5068], [-3.4070, -0.7192, 1.1230], [-1.4962, -1.4222, -0.7997], [0.5864, -0.9182, 0.6159], [-0.4838, 0.7334, 1.5783], [-1.8344, 0.9184, 0.4491], [0.5799, 1.8415, -0.1828], [0.8865, 0.9138, -1.5420], [2.9696, 0.2510, -0.9412], [2.7320, 1.0583, 0.5085]],
  "nbo_charge": [-0.859, -0.087, -0.549, -0.025, -0.246, -0.861, 0.366, 0.135, 0.372, 0.173, 0.223, 0.217, 0.188, 0.213, 0.372, 0.367],
  "homo_ev": -8.9,
  "smiles": "NC[C@H](N)CS",
  "gap_ev": 9.85,
  "multiplicity": 1,
  "charge": 0
}



Arrangement two

{
  "formula": "C3H10N2S",
  "method": "ωB97M-V with the def2-TZVPD basis set",
  "symbols": ["C", "C", "S", "H", "H", "H", "H", "H", "N", "C", "N", "H", "H", "H", "H", "H"],
  "xyz": [[1.2609, 0.2417, -1.2734], [1.4026, -1.0558, -0.5716], [1.9363, -1.0716, 1.1663], [2.1152, 0.8194, -0.9708], [0.3507, 0.7884, -1.0519], [1.3264, 0.0956, -2.3834], [2.0783, -1.7530, -1.0733], [0.4116, -1.5504, -0.6365], [-2.2898, 0.2422, -0.9259], [-2.2335, 0.7948, 0.2423], [-2.0973, 2.0849, 0.3888], [-2.6673, 0.7668, -1.6852], [-1.9974, -0.7311, -0.9685], [-2.4898, 0.2905, 1.1802], [-2.8243, 2.3804, 0.8735], [0.8451, -0.1345, 1.4311]],
  "nbo_charge": [-0.634, -0.511, -0.047, 0.216, 0.224, 0.213, 0.217, 0.185, -0.788, 0.306, -0.800, 0.420, 0.391, 0.139, 0.335, 0.133],
  "homo_ev": -8.6,
  "smiles": "[H]/N=C/N.CCS",
  "gap_ev": 9.26,
  "multiplicity": 1,
  "charge": 0
}



The least stable of them is arrangement two.



Arrangement one

{
  "formula": "C3H10N2S",
  "method": "ωB97M-V with the def2-TZVPD basis set",
  "symbols": ["N", "C", "C", "S", "C", "N", "H", "H", "H", "H", "H", "H", "H", "H", "H", "H"],
  "xyz": [[1.0744, -1.5332, 0.7879], [0.0648, -0.4745, 0.7540], [-1.3426, -1.0301, 0.6705], [-2.5457, 0.2168, 0.2481], [0.3365, 0.4014, -0.4994], [1.5157, 1.0033, -0.2082], [-1.0906, 2.7042, -2.0070], [-0.3627, 2.7312, -1.9584], [1.2018, -2.0344, 1.6505], [0.1826, 0.2101, 1.5954], [-1.4266, -1.7552, -0.1402], [-1.5048, -1.4226, 1.6778], [-0.5238, 1.1645, -0.4133], [0.3720, -0.0740, -1.4860], [2.1520, 1.0646, -1.0095], [1.8971, -1.1721, 0.3377]],
  "nbo_charge": [-0.865, -0.014, -0.595, -0.051, -0.290, -0.458, 0.017, -0.018, 0.381, 0.198, 0.227, 0.257, 0.296, 0.212, 0.328, 0.375],
  "homo_ev": -8.4,
  "gap_ev": 5.48,
  "multiplicity": 1,
  "charge": 0
}



Arrangement two

{
  "formula": "C3H10N2S",
  "method": "ωB97M-V with the def2-TZVPD basis set",
  "symbols": ["C", "C", "S", "H", "H", "H", "H", "H", "N", "C", "N", "H", "H", "H", "H", "H"],
  "xyz": [[-2.0822, -0.0113, -2.0869], [-0.9275, 0.9055, -1.6973], [0.5300, -0.0439, -1.1101], [-3.0361, 0.5225, -2.0450], [-1.9509, -0.3669, -3.1021], [-2.1653, -0.8398, -1.4037], [-0.6067, 1.4730, -2.5720], [-1.1652, 1.6253, -0.9264], [2.1316, 0.5744, 2.0345], [1.4205, -0.5319, 2.3989], [0.7409, -1.1855, 1.5360], [1.7580, 0.9989, 1.1800], [3.1302, 0.5013, 2.1228], [1.3233, -0.8328, 3.4424], [0.2534, -2.0043, 1.8749], [0.6457, -0.7845, 0.3540]],
  "nbo_charge": [-0.616, -0.487, -0.489, 0.196, 0.207, 0.206, 0.207, 0.194, -0.838, 0.365, -0.665, 0.428, 0.406, 0.178, 0.391, 0.317],
  "homo_ev": -7.3,
  "gap_ev": 7.76,
  "multiplicity": 1,
  "charge": 0
}



The least stable of them is arrangement one.



Arrangement one

{
  "formula": "C3H10N2S",
  "method": "ωB97M-V with the def2-TZVPD basis set",
  "symbols": ["C", "S", "C", "H", "H", "H", "H", "H", "H", "N", "C", "N", "H", "H", "H", "H"],
  "xyz": [[-2.0889, 0.1718, 2.9860], [-1.6753, 1.0368, 1.3826], [-1.4467, -0.4660, 0.3923], [-1.5868, 0.7350, 3.7770], [-3.1277, 0.1990, 3.2929], [-1.6578, -0.8173, 2.8785], [-0.6683, -0.8555, 1.0395], [-1.0026, -0.0982, -0.5300], [-2.2538, -1.1825, 0.2706], [1.3835, -0.0776, -2.7777], [2.3643, 0.3511, -1.8759], [3.5662, 0.1661, -2.2976], [0.4688, -0.1118, -2.3602], [1.6728, -0.9519, -3.1996], [1.9406, 0.9824, -1.0918], [4.1117, 0.9185, -1.8867]],
  "nbo_charge": [-0.720, 0.153, -0.732, 0.222, 0.220, 0.212, 0.213, 0.211, 0.221, -0.802, 0.267, -0.702, 0.358, 0.388, 0.153, 0.338],
  "homo_ev": -8.7,
  "smiles": "[H]/N=C/N.CSC",
  "gap_ev": 9.51,
  "multiplicity": 1,
  "charge": 0
}



Arrangement two

{
  "formula": "C3H10N2S",
  "method": "ωB97M-V with the def2-TZVPD basis set",
  "symbols": ["N", "C", "C", "S", "C", "N", "H", "H", "H", "H", "H", "H", "H", "H", "H", "H"],
  "xyz": [[0.3463, -0.5152, -1.6183], [0.1221, 0.1824, -0.3304], [-1.3153, 0.7754, -0.2750], [-1.5549, 2.2726, -1.2472], [0.3929, -0.7574, 0.8435], [1.8375, -0.6270, 1.2154], [-0.5234, -0.6715, -2.1136], [0.7167, -1.4567, -1.5126], [0.8034, 1.0313, -0.2803], [-2.0927, 0.0171, -0.3419], [-1.4593, 1.0611, 0.7698], [-1.7509, 3.1340, -0.2124], [0.3105, -1.7632, 0.4363], [-0.1943, -0.5176, 1.7253], [1.9824, -0.8285, 2.2000], [2.3791, -1.3368, 0.7414]],
  "nbo_charge": [-0.838, -0.073, -0.548, -0.028, -0.231, -0.837, 0.354, 0.348, 0.207, 0.215, 0.224, 0.129, 0.176, 0.196, 0.356, 0.350],
  "homo_ev": -9.0,
  "smiles": "NC[C@@H](N)CS",
  "gap_ev": 9.84,
  "multiplicity": 1,
  "charge": 0
}



The least stable of them is arrangement one.